# 1
Here is a cluster of 6 separate species, C38H69F3N5O16S8 in total at a distorted geometry from the OMol25 dataset. Energies are from ωB97M-V/def2-TZVPD.

Cartesian coordinates (Å):
1 C 7.65170 -2.45165 2.86619
2 N 8.28604 -1.98067 1.59400
3 C 7.70408 -0.72790 1.18085
4 N 7.99593 0.41406 1.99504
5 S 9.01591 1.61888 1.29022
6 C 6.89345 0.91400 2.82613
7 O 7.14861 0.57144 4.20468
8 C 8.22845 1.24458 4.73327
9 F 8.29694 2.55988 4.37136
10 F 8.05580 1.23839 6.09868
11 F 9.42269 0.59299 4.52650
12 N 6.96895 -0.72295 0.10772
13 C 6.38303 0.53662 -0.40978
14 C 4.89134 0.43595 -0.91964
15 C 3.92588 1.54296 -0.31871
16 S 2.62205 1.84829 -1.61695
17 C 1.04174 1.14993 -1.09366
18 S -0.35803 1.54614 -1.87613
19 N 1.02969 0.23978 0.04141
20 C 0.20823 -0.94031 -0.18574
21 C -1.20461 -1.02156 0.20682
22 C -1.96869 -2.24154 -0.01279
23 C -1.27138 -3.38358 -0.63773
24 C 0.12068 -3.34802 -1.05591
25 C 0.85021 -2.09309 -0.82117
26 C 0.71764 0.89870 1.32294
27 C 0.04118 2.21164 1.50315
28 C -0.15860 2.72171 2.90428
29 C 0.27844 1.96942 4.08675
30 C 0.96478 0.68674 3.86376
31 C 1.16735 0.16312 2.52294
32 C 6.72275 -1.96189 -0.70458
33 C 5.87859 -3.05057 0.02968
34 C 4.39085 -2.91257 0.48592
35 N 6.49094 -4.14428 0.31125
36 H 8.16223 -1.91102 3.71431
37 H 7.81380 -3.55879 2.95303
38 H 6.56291 -2.18459 2.80949
39 H 9.29881 -1.86477 1.67290
40 H 10.09312 0.92657 0.77475
41 H 6.63845 1.99579 2.67569
42 H 5.96469 0.33867 2.54637
43 H 7.00690 0.81891 -1.30908
44 H 6.45043 1.40707 0.28305
45 H 4.89024 0.60339 -2.03523
46 H 4.39385 -0.55212 -0.76248
47 H 3.42886 1.22427 0.63587
48 H 4.47892 2.51306 -0.24164
49 H -1.68914 -0.13521 0.67836
50 H -3.03518 -2.38384 0.27258
51 H -1.83591 -4.32635 -0.81119
52 H 0.66827 -4.19965 -1.51209
53 H 1.92416 -1.97033 -1.10567
54 H -0.29135 2.81582 0.63499
55 H -0.67087 3.69372 3.10478
56 H 0.08229 2.37169 5.10407
57 H 1.32214 0.07524 4.72080
58 H 1.67666 -0.82175 2.36722
59 H 7.74712 -2.39912 -0.87911
60 H 6.34866 -1.70726 -1.73583
61 H 3.70331 -3.14046 -0.37580
62 H 4.10389 -3.61358 1.31449
63 H 4.12411 -1.87948 0.85127
64 H 5.81184 -4.73299 0.81340
65 O 0.43643 5.53882 0.97317
66 S 0.95779 6.32783 -0.10592
67 O 2.16253 5.94240 -0.78238
68 O 1.08822 7.86221 0.34932
69 C 1.82059 8.15931 1.54368
70 C 3.31904 8.09534 1.31521
71 C -0.31006 6.57771 -1.30800
72 H 1.51577 7.49566 2.35692
73 H 1.54456 9.17352 1.83507
74 H 3.64190 7.07324 1.11079
75 H 3.85707 8.45024 2.19606
76 H 3.60442 8.70292 0.45464
77 H -1.21236 6.91745 -0.80495
78 H -0.49250 5.62468 -1.80342
79 H 0.03141 7.31408 -2.03227
80 O -3.89276 -4.96142 1.36814
81 S -4.92549 -5.92620 1.61754
82 O -5.29370 -6.90857 0.64174
83 O -6.24872 -5.16135 2.10871
84 C -6.77553 -4.10661 1.28922
85 C -7.53060 -4.64788 0.09058
86 C -4.57251 -6.75352 3.13816
87 H -5.97807 -3.42597 0.98034
88 H -7.46072 -3.53624 1.91752
89 H -6.85539 -5.14730 -0.60658
90 H -8.03120 -3.83939 -0.44435
91 H -8.27496 -5.38194 0.40330
92 H -4.33816 -6.01034 3.89736
93 H -3.71550 -7.40441 2.97114
94 H -5.43927 -7.34518 3.42683
95 O 0.69560 -0.72238 -7.77843
96 S 0.89120 -1.91826 -7.01349
97 O -0.14214 -2.89973 -6.87509
98 O 1.42652 -1.51921 -5.55122
99 C 0.66633 -0.57510 -4.78416
100 C -0.56354 -1.21182 -4.16690
101 C 2.36044 -2.72374 -7.57406
102 H 0.39901 0.29055 -5.39546
103 H 1.32336 -0.21689 -3.98861
104 H -1.28496 -1.49899 -4.93372
105 H -1.05489 -0.51585 -3.48488
106 H -0.29670 -2.11731 -3.61944
107 H 3.16246 -1.99112 -7.63525
108 H 2.15554 -3.14054 -8.55897
109 H 2.61248 -3.52067 -6.87709
110 O -10.13612 -5.93044 2.23153
111 S -9.89991 -7.11997 2.99915
112 O -10.91178 -8.11909 3.16611
113 O -9.33989 -6.70280 4.44654
114 C -10.09846 -5.77048 5.22652
115 C -11.30164 -6.42806 5.87543
116 C -8.42907 -7.89826 2.41093
117 H -10.39679 -4.91303 4.61793
118 H -9.43002 -5.39695 6.00376
119 H -12.03460 -6.73205 5.12686
120 H -11.78998 -5.73836 6.56603
121 H -11.00378 -7.32601 6.41973
122 H -7.64404 -7.14917 2.32889
123 H -8.64384 -8.32572 1.43252
124 H -8.14525 -8.68652 3.10613
125 O -2.75710 7.98658 -2.84313
126 S -3.73405 8.52099 -3.75057
127 O -4.91199 7.78701 -4.10112
128 O -2.99408 8.99023 -5.09532
129 C -2.16766 8.04405 -5.78484
130 C -2.99330 7.05072 -6.58031
131 C -4.21596 10.12612 -3.19389
132 H -1.50119 7.53346 -5.08482
133 H -1.53935 8.61770 -6.46751
134 H -3.56632 6.39797 -5.92015
135 H -2.34849 6.42400 -7.19879
136 H -3.70766 7.56930 -7.22195
137 H -3.32218 10.70486 -2.97047
138 H -4.81697 9.99934 -2.29461
139 H -4.80622 10.60534 -3.97241

Total charge: +1
E_HOMO: -0.374 Ha
M: 1165.5 g/mol
Electronic energy: -6451.5861 a.u.
E_LUMO: -4.11 eV

These are the Mulliken partial charges, in e, on atoms 1 to 6: -0.672, -0.118, -0.367, 0.310, -0.120, -0.560

---

# 2
Here is a cluster of 4 separate species, C38H69FO8 in total at a distorted geometry from the OMol25 dataset. Energies are from ωB97M-V/def2-TZVPD.

Cartesian coordinates (Å):
1 C 3.10772 2.09422 2.53434
2 C 2.39100 1.80048 1.44523
3 C 2.33430 0.41087 0.81377
4 C 1.41608 -0.48388 1.66816
5 C 0.18623 0.21852 2.30147
6 C 0.43462 0.59505 3.77753
7 C -1.05801 -0.71114 2.22183
8 C 3.79893 -0.06037 0.91302
9 O 4.29093 -0.99946 1.49599
10 O 4.47895 0.81141 0.07984
11 C 3.67584 0.90370 -1.10700
12 C 3.63960 2.37971 -1.53057
13 C 4.43637 0.20806 -2.25515
14 C 5.16526 -1.09649 -1.88969
15 C 6.57124 -1.08136 -2.46968
16 F 7.28970 -2.13958 -1.92528
17 C 2.23115 0.34836 -0.75074
18 C 2.01326 -1.07870 -1.28151
19 C 1.58453 -1.12578 -2.76012
20 C 2.24237 -2.25513 -3.57853
21 C 1.64333 -2.21903 -4.99471
22 C 2.27782 -1.13569 -5.86911
23 C 1.53976 0.21733 -5.79921
24 C 1.58097 0.99831 -7.09844
25 C 0.85478 2.35606 -7.03578
26 C 0.65997 2.91744 -5.64437
27 O 1.88661 3.41496 -5.12695
28 C 1.65479 4.35875 -4.11799
29 C 1.05835 1.24342 -1.21216
30 C -0.33427 0.69950 -0.87701
31 O -1.10579 0.65626 -2.10081
32 C -1.90968 -0.42438 -2.29401
33 O -2.01281 -0.89032 -3.42191
34 C -2.72499 -0.99043 -1.15538
35 C -4.11567 -0.34401 -1.03925
36 H 3.13719 3.11047 2.89343
37 H 3.69841 1.36570 3.07324
38 H 1.80647 2.61188 1.03534
39 H 2.02235 -0.86439 2.48545
40 H 1.06926 -1.35992 1.12863
41 H -0.10201 1.11013 1.75862
42 H 0.25239 1.65209 3.93827
43 H -0.17671 0.00808 4.45518
44 H 1.46653 0.43163 4.07429
45 H -1.47936 -0.93703 3.19482
46 H -0.84532 -1.65124 1.71416
47 H -1.85045 -0.21578 1.66450
48 H 3.09977 2.41994 -2.47752
49 H 3.09120 3.00857 -0.84046
50 H 4.63720 2.75427 -1.72468
51 H 5.20508 0.90878 -2.57188
52 H 3.81662 0.03749 -3.12903
53 H 5.29314 -1.24951 -0.82307
54 H 4.67726 -1.98148 -2.28493
55 H 7.07154 -0.17654 -2.12910
56 H 6.56485 -1.17468 -3.55220
57 H 2.88428 -1.70250 -1.10071
58 H 1.21273 -1.56105 -0.72959
59 H 0.52032 -1.31583 -2.83014
60 H 1.84099 -0.21255 -3.27500
61 H 3.28944 -1.99864 -3.69611
62 H 2.11301 -3.21808 -3.09313
63 H 1.84215 -3.18805 -5.45319
64 H 0.56228 -2.10287 -4.94027
65 H 3.30510 -0.98007 -5.53480
66 H 2.36115 -1.46334 -6.90361
67 H 2.02897 0.80441 -5.02586
68 H 0.50439 0.00709 -5.53798
69 H 2.60354 1.09844 -7.45307
70 H 1.08158 0.38800 -7.85296
71 H -0.10742 2.34290 -7.53762
72 H 1.46700 3.08282 -7.56700
73 H -0.03309 3.76163 -5.72520
74 H 0.19834 2.21387 -4.94874
75 H 2.60378 4.71395 -3.72921
76 H 1.11903 5.23184 -4.49922
77 H 1.08225 3.94213 -3.28328
78 H 1.12935 2.22445 -0.76194
79 H 1.09426 1.42492 -2.28053
80 H -0.83577 1.40777 -0.22119
81 H -0.32327 -0.24685 -0.35231
82 H -2.85706 -2.04129 -1.38662
83 H -2.20244 -0.96577 -0.20454
84 H -4.83168 -1.10419 -0.75078
85 H -4.13063 0.45998 -0.31113
86 H -4.40697 0.05881 -2.00551
87 C -2.80422 1.38764 5.85535
88 C -3.11504 1.77672 4.43260
89 C -4.44332 1.32497 3.88119
90 O -2.33641 2.41684 3.76203
91 H -1.82209 1.77470 6.12486
92 H -3.55135 1.80660 6.52892
93 H -2.80146 0.30778 5.95155
94 H -5.25533 1.74457 4.47811
95 H -4.50556 0.23666 3.89973
96 H -4.54368 1.66588 2.85290
97 C -6.44596 -2.51747 1.37789
98 C -5.05881 -2.65056 1.95834
99 C -4.50648 -4.04798 2.09941
100 O -4.41871 -1.68221 2.29434
101 H -6.71951 -1.46579 1.33132
102 H -6.47253 -2.93705 0.37084
103 H -7.16576 -3.04523 2.00522
104 H -4.45323 -4.52970 1.12167
105 H -5.14681 -4.63873 2.75606
106 H -3.50736 -4.00039 2.52668
107 C -4.21337 -2.60579 9.02414
108 C -4.01140 -1.18630 8.55286
109 C -3.70047 -0.15365 9.60920
110 O -4.09365 -0.88886 7.38391
111 H -4.42860 -3.24337 8.16996
112 H -3.31134 -2.96750 9.51993
113 H -5.05002 -2.65189 9.72279
114 H -2.77762 -0.41655 10.12815
115 H -4.51611 -0.10050 10.33174
116 H -3.57802 0.82013 9.14069

E_HOMO: -0.341 Ha
M: 673.0 g/mol
SMILES: C=C[C@]1(CC(C)C)C(=O)O[C@@](C)(CCCF)[C@]1(CCCCCCCCCOC)CCOC(=O)CC.CC(C)=O.CC(C)=O.CC(C)=O
Electronic energy: -2191.0309 a.u.
E_LUMO: 0.44 eV

These are the Mulliken partial charges, in e, on atoms 1 to 6: -1.575, -0.370, 1.771, -2.136, 1.950, -1.663